# C5H11NO

The ion C5H11NO with charge +1 in a non-equilibrium geometry (ωB97M-V/def2-TZVPD, the Open Molecules 2025 dataset).

The geometry in XYZ format:
```
18
Properties=species:S:1:pos:R:3
C 1.541 -1.424 1.180
C 1.523 -0.071 0.439
N 0.259 0.324 0.076
C -1.028 -0.367 0.129
C -1.878 -0.081 -1.125
C 0.268 1.740 -0.387
O 2.563 0.565 0.201
H 2.584 -1.724 0.956
H 0.877 -2.254 0.792
H 1.410 -1.029 2.266
H -1.513 -0.184 1.087
H -0.828 -1.407 0.062
H -2.585 0.775 -0.936
H -2.709 -0.867 -1.021
H -1.265 -0.146 -1.988
H 1.125 2.249 0.031
H 0.384 1.614 -1.435
H -0.727 2.286 -0.327
```

Calculated values
Max |F| ... 4.54 eV Å⁻¹
2S+1 ... 2
Total charge ... +1
ΔE to the lowest compared entry with this formula, charge and spin ... 207.6 kJ/mol
Expectation value of S² ... 0.77
Lowest unoccupied orbital energy (spin up / spin down) ... -3.23 / -8.54 eV

These are the natural (NBO) partial charges, in e, on atoms 1 to 8: number 1, C, carries -0.74; number 2, C, carries 0.62; number 3, N, carries -0.04; number 4, C, carries -0.26; number 5, C, carries -0.64; number 6, C, carries -0.46; number 7, O, carries -0.38; number 8, H, carries 0.28

***

# C5H11NO2

An isolated molecule of C5H11NO2 in a non-equilibrium geometry (ωB97M-V/def2-TZVPD, the Open Molecules 2025 dataset).

The geometry in XYZ format:
```
19
Properties=species:S:1:pos:R:3
C 1.854 -0.496 -0.848
C 0.437 -0.967 -0.937
C -0.616 0.012 -0.348
C -2.000 -0.487 -0.760
N -0.401 0.160 1.094
C 0.308 1.217 1.541
O 1.049 1.946 0.938
O -0.029 1.467 2.841
H 2.599 -1.029 -1.459
H 2.251 -0.522 0.165
H 1.954 0.495 -1.302
H 0.288 -1.019 -2.030
H 0.285 -1.967 -0.522
H -0.386 1.002 -0.742
H -2.614 -0.430 0.147
H -2.045 -1.491 -1.177
H -2.392 0.149 -1.546
H -1.040 -0.215 1.781
H 0.497 2.174 3.162
```

Calculated values
Max |F| ... 2.06 eV Å⁻¹
Total charge ... 0
ΔE to the lowest compared entry with this formula, charge and spin ... 10.2 kJ/mol
Lowest unoccupied orbital energy ... 0.84 eV
SMILES ... CC[C@@H](C)NC(=O)O

These are the natural (NBO) partial charges, in e, on atoms 1 to 8: number 1, C, carries -0.61; number 2, C, carries -0.39; number 3, C, carries -0.05; number 4, C, carries -0.62; number 5, N, carries -0.64; number 6, C, carries 0.88; number 7, O, carries -0.64; number 8, O, carries -0.71

***

# C5H11NO2

A cluster of 2 separate species, C5H11NO2 in total in a non-equilibrium geometry (ωB97M-V/def2-TZVPD, the Open Molecules 2025 dataset).

The geometry in XYZ format:
```
19
Properties=species:S:1:pos:R:3
H 0.406 -1.670 -0.873
N 1.017 -0.857 -1.010
C 0.833 0.030 -0.095
C 1.682 1.270 -0.055
C -0.182 -0.221 1.023
C -1.141 0.698 1.215
C 0.037 -1.389 1.928
H 2.733 0.991 0.055
H 1.431 1.931 0.778
H 1.550 1.820 -0.991
H -1.267 1.537 0.538
H -1.890 0.574 1.992
H 0.426 -1.098 2.908
H -0.902 -1.933 2.073
H 0.758 -2.103 1.514
O -1.685 0.352 -2.094
O -1.592 -0.234 -3.421
H -1.015 -0.231 -1.610
H -1.198 0.535 -3.873
```

Calculated values
Max |F| ... 1.95 eV Å⁻¹
Total charge ... 0
ΔE to the lowest compared entry with this formula, charge and spin ... 460.0 kJ/mol
Lowest unoccupied orbital energy ... 0.81 eV
SMILES ... [H]/N=C(/C)C(=C)C.OO

These are the natural (NBO) partial charges, in e, on atoms 1 to 8: number 1, H, carries 0.33; number 2, N, carries -0.64; number 3, C, carries 0.31; number 4, C, carries -0.68; number 5, C, carries -0.08; number 6, C, carries -0.37; number 7, C, carries -0.66; number 8, H, carries 0.24

***

# C5H11NO2

A cluster of 2 separate species, C5H11NO2 in total in a non-equilibrium geometry (ωB97M-V/def2-TZVPD, the Open Molecules 2025 dataset).

The geometry in XYZ format:
```
19
Properties=species:S:1:pos:R:3
C -1.968 0.242 -1.956
C -0.999 0.545 -1.104
C -1.225 0.890 0.341
C -0.133 0.272 1.278
N -0.538 0.142 2.678
C 0.417 -1.052 0.780
O 1.494 -1.439 1.147
H -1.720 0.054 -2.996
H -2.994 0.128 -1.622
H 0.022 0.659 -1.456
H -1.258 1.967 0.489
H -2.153 0.473 0.701
H 0.696 0.977 1.260
H -1.035 -0.739 2.789
H -1.209 0.872 2.904
H -0.228 -1.654 0.127
O 4.136 -0.471 -1.963
H 5.013 -0.838 -2.074
H 3.682 -1.028 -1.323
```

Calculated values
Max |F| ... 1.41 eV Å⁻¹
Total charge ... 0
ΔE to the lowest compared entry with this formula, charge and spin ... 219.1 kJ/mol
Lowest unoccupied orbital energy ... 0.63 eV
SMILES ... C=CC[C@@H](N)C=O.O

These are the natural (NBO) partial charges, in e, on atoms 1 to 8: number 1, C, carries -0.39; number 2, C, carries -0.19; number 3, C, carries -0.46; number 4, C, carries -0.15; number 5, N, carries -0.80; number 6, C, carries 0.43; number 7, O, carries -0.50; number 8, H, carries 0.20

***

# C5H11NO2

A cluster of 2 separate species, C5H11NO2 in total in a non-equilibrium geometry (ωB97M-V/def2-TZVPD, the Open Molecules 2025 dataset).

The geometry in XYZ format:
```
19
Properties=species:S:1:pos:R:3
O -1.585 -0.604 -1.603
C -2.366 -1.080 -0.764
N -2.253 -0.899 0.569
C -1.220 -0.017 0.933
C 2.584 -0.252 0.225
C 3.736 0.256 -0.697
O 1.637 0.678 0.530
C -1.414 1.507 0.836
H -3.244 -1.613 -1.134
H -0.386 1.864 0.816
H -0.269 -0.210 0.346
H 1.982 -0.980 -0.361
H 3.906 1.251 -0.258
H 4.532 -0.472 -0.593
H 3.296 0.329 -1.700
H 2.968 -0.712 1.156
H -1.853 2.049 1.667
H -1.861 1.899 -0.059
H -0.997 -0.213 1.989
```

Calculated values
Max |F| ... 2.49 eV Å⁻¹
Total charge ... 0
ΔE to the lowest compared entry with this formula, charge and spin ... 770.7 kJ/mol
Lowest unoccupied orbital energy ... -4.41 eV

These are the natural (NBO) partial charges, in e, on atoms 1 to 8: number 1, O, carries -0.51; number 2, C, carries 0.42; number 3, N, carries -0.27; number 4, C, carries -0.27; number 5, C, carries -0.09; number 6, C, carries -0.62; number 7, O, carries -0.44; number 8, C, carries -0.60

***

# C5H11NO2

An isolated molecule of C5H11NO2 in a non-equilibrium geometry (ωB97M-V/def2-TZVPD, the Open Molecules 2025 dataset).

The geometry in XYZ format:
```
19
Properties=species:S:1:pos:R:3
C -1.114 -0.395 -2.258
C 0.194 -0.735 -1.619
C 0.815 0.452 -1.046
O 1.436 1.246 -1.797
N 0.436 0.864 0.206
C -0.409 0.174 1.158
C 0.421 -0.344 2.309
O 0.393 0.631 3.306
H -1.304 -0.873 -3.183
H -2.025 -0.558 -1.545
H -1.075 0.691 -2.450
H 0.066 -1.487 -0.800
H 0.973 -1.218 -2.373
H 0.702 1.750 0.306
H -0.823 -0.769 0.812
H -1.194 0.776 1.366
H 1.416 -0.376 1.897
H 0.271 -1.301 2.709
H 0.819 1.473 3.003
```

Calculated values
Max |F| ... 5.07 eV Å⁻¹
Total charge ... 0
ΔE to the lowest compared entry with this formula, charge and spin ... 203.5 kJ/mol
Lowest unoccupied orbital energy ... 0.73 eV
SMILES ... CCC(=O)NCCO

These are the natural (NBO) partial charges, in e, on atoms 1 to 8: number 1, C, carries -0.60; number 2, C, carries -0.51; number 3, C, carries 0.67; number 4, O, carries -0.64; number 5, N, carries -0.61; number 6, C, carries -0.25; number 7, C, carries -0.07; number 8, O, carries -0.72

***

# C5H11NO2

A cluster of 2 separate species, C5H11NO2 in total in a non-equilibrium geometry (ωB97M-V/def2-TZVPD, the Open Molecules 2025 dataset).

The geometry in XYZ format:
```
19
Properties=species:S:1:pos:R:3
C 2.048 -1.697 0.941
C 1.844 -0.628 0.160
C 1.034 -0.546 -1.117
C 0.493 0.893 -1.336
N -0.185 1.442 -0.169
C -1.043 2.509 -0.227
O -1.473 3.103 0.729
H 1.866 -2.703 0.616
H 2.425 -1.495 1.939
H 2.147 0.273 0.691
H 1.597 -0.848 -2.067
H 0.247 -1.286 -1.143
H -0.190 0.624 -2.164
H 1.150 1.742 -1.639
H 0.108 1.042 0.709
H -1.195 2.827 -1.270
O -3.907 -1.808 1.539
H -3.029 -1.468 1.318
H -3.937 -1.978 2.488
```

Calculated values
Max |F| ... 2.40 eV Å⁻¹
Total charge ... 0
ΔE to the lowest compared entry with this formula, charge and spin ... 203.9 kJ/mol
Lowest unoccupied orbital energy ... 0.57 eV
SMILES ... C=CCCNC=O.O

These are the natural (NBO) partial charges, in e, on atoms 1 to 8: number 1, C, carries -0.37; number 2, C, carries -0.21; number 3, C, carries -0.45; number 4, C, carries -0.22; number 5, N, carries -0.64; number 6, C, carries 0.54; number 7, O, carries -0.59; number 8, H, carries 0.19